# 1
C17H24N6O4PtS as an isolated structure in a non-equilibrium geometry, computed with ωB97M-V with the def2-TZVPD basis set.

Geometry as XYZ:
```
53
Properties=species:S:1:pos:R:3:forces:R:3
Pt 9.24849 8.91979 7.24634 -0.53 -0.63 0.85
S 9.21790 7.84164 9.48374 -0.60 -0.48 1.23
O 14.25256 12.09070 6.61338 -1.70 0.81 -0.55
O 9.30636 14.69374 10.95665 1.88 -2.94 -2.11
O 9.05760 12.69996 9.97921 -0.08 -0.74 -0.05
O 12.09578 11.83876 6.20917 1.83 1.43 1.10
N 10.51692 10.11715 9.64363 0.20 0.60 -1.14
N 13.08750 12.41562 6.76830 0.35 -1.58 1.37
N 9.27133 10.16819 5.50292 1.43 -0.03 -2.78
N 9.76174 9.30682 11.64529 -0.65 -0.55 -0.16
N 7.79160 10.41484 7.79930 -0.30 0.05 1.48
N 10.90528 9.63641 8.38000 1.91 1.42 0.36
C 12.83129 13.29895 7.99561 -2.73 -0.46 0.37
C 12.04294 14.89425 10.27733 -0.91 -1.52 -1.71
C 6.23294 4.11939 7.47822 -1.64 -0.92 -0.11
C 11.18381 13.88935 9.73868 1.57 -0.12 -0.74
C 7.45382 4.25306 8.12954 1.44 0.48 0.59
C 9.83785 13.78029 10.29043 -2.81 3.00 2.34
C 11.56848 13.13530 8.60755 1.31 1.34 0.34
C 9.83971 9.18992 10.32102 0.25 -1.23 0.64
C 5.94024 4.99467 6.44560 2.65 0.53 0.00
C 8.17904 6.08372 6.80977 1.02 2.38 -3.17
C 6.98110 5.86598 6.09165 -2.19 2.19 -1.23
C 8.39521 5.26242 7.86068 0.30 -2.08 1.59
C 8.49457 11.36935 5.68604 -0.77 1.95 2.30
C 9.14992 7.09762 6.17612 -3.45 -1.96 -1.01
C 13.22412 15.08935 9.55938 0.43 1.22 2.23
C 7.31429 11.12364 6.64376 -0.02 0.99 -0.92
C 13.63053 14.26793 8.53399 1.30 0.64 -1.66
H 5.07274 4.93827 5.85706 -1.04 -0.03 -0.52
H 14.52304 14.58821 8.01904 0.38 -0.37 -0.01
H 13.92602 15.90227 9.87053 -0.76 -0.80 -0.35
H 8.86014 9.62307 4.71921 0.22 0.42 0.65
H 7.72747 3.51638 8.85237 0.03 -0.28 0.53
H 6.98556 10.05072 8.31314 0.36 0.00 0.13
H 6.60179 10.54767 6.06500 -0.54 -0.21 0.45
H 11.44303 8.77261 8.46311 0.17 0.12 0.16
H 11.48051 10.33848 7.88164 -0.34 -0.11 0.44
H 8.74241 7.50868 5.19851 0.35 -0.92 1.02
H 5.46752 3.31355 7.73415 1.39 1.15 -0.11
H 7.98065 11.69950 4.82850 0.13 0.65 -1.53
H 8.22143 11.15184 8.37880 -0.17 -0.60 0.16
H 9.04115 12.22355 6.16329 0.28 -0.91 -0.87
H 6.80482 6.62246 5.27313 0.03 -1.18 0.69
H 9.51548 11.83560 10.00239 0.51 0.79 -0.14
H 9.92634 10.15964 12.14551 0.39 0.31 0.05
H 10.88396 12.60354 8.03047 -1.31 -1.15 -0.38
H 10.24165 10.36175 5.14049 -1.16 0.15 0.62
H 6.88122 12.08320 7.03300 0.11 -0.72 -1.01
H 11.58499 15.44594 11.09263 0.73 0.33 -0.04
H 9.31170 8.55032 12.14444 -0.08 0.27 0.04
H 10.16295 6.81553 6.02970 1.17 -0.34 0.36
H 9.35836 5.31762 8.36808 -0.35 -0.36 0.19
```
Positions in Å, forces in eV/Å.

Its expectation value of S² is 6.05. The charge is +2. The spin multiplicity is 5. The calculation puts the HOMO energy (spin up / spin down) at -13.112 / -14.968 eV. The frontier orbital gap (spin up / spin down) comes out at 7.0 / 4.8 eV. The max |F| comes out at 4.7 eV Å⁻¹. For the energy relative to the best compared isomer or geometry (same formula, charge and spin), the calculation gives 110.94 kJ/mol.



# 2
A 3-piece molecular cluster, C3H14NO2S2 overall in a non-equilibrium geometry, computed with ωB97M-V with the def2-TZVPD basis set.

Geometry as XYZ:
```
22
Properties=species:S:1:pos:R:3:forces:R:3
S -2.68122 0.23897 1.27899 -0.28 -0.29 0.12
S -2.66948 1.36007 3.00330 0.18 0.00 -0.20
O -0.74881 -2.32250 -4.29138 -0.10 0.77 -0.78
O 2.68312 -1.25603 1.26491 -0.58 0.73 0.35
N 0.59746 0.45947 1.62603 -0.58 -0.31 0.37
C -0.05213 0.09611 0.32589 0.51 0.36 -1.18
C -1.35226 0.87502 0.22954 -0.01 0.18 0.38
C 0.86707 0.41196 -0.86571 0.50 0.06 -0.08
H 1.31824 -0.46850 -1.33850 -0.32 0.01 0.26
H -1.45836 -1.89018 -4.79522 -0.23 -0.38 0.49
H -1.17691 1.90461 0.50277 0.09 0.50 0.16
H -0.22427 -0.97131 0.30383 -0.22 -0.22 0.52
H -0.04481 0.15914 2.36311 0.12 -0.14 0.23
H -1.70442 0.94483 -0.79195 -0.16 -0.44 -0.20
H -3.50470 2.33663 2.61051 0.03 0.03 -0.01
H 2.53919 -1.77172 0.46548 0.67 -0.30 0.26
H 0.26190 0.89665 -1.61813 0.08 0.15 -0.33
H 0.64960 1.47292 1.73218 0.32 0.02 -0.17
H 1.51721 -0.01570 1.73763 -0.09 -0.01 -0.18
H 3.48133 -1.47129 1.75887 0.02 -0.45 -0.53
H 1.71740 1.06437 -0.64111 -0.28 0.11 0.20
H -0.01513 -2.05354 -4.86102 0.34 -0.36 0.31
```
Positions in Å, forces in eV/Å.

The charge is +1. The calculation puts the HOMO energy at -12.974 eV. The frontier orbital gap comes out at 10.0 eV. The max |F| comes out at 1.3 eV Å⁻¹. For the energy relative to the best compared isomer or geometry (same formula, charge and spin), the calculation gives 51.23 kJ/mol.